No. 1
Below is one molecule with the formula C3H7N3S, with properties calculated with ωB97M-V with the def2-TZVPD basis set.

Structure (XYZ):
```
14
Properties=species:S:1:pos:R:3:forces:R:3
C 2.1180 -0.1766 -0.6466 -1.1750 -2.1793 -3.3215
C 0.8054 -0.9046 -0.9916 -0.3518 2.7321 -1.2203
N 0.2872 -1.7530 -0.0431 -0.3210 -0.9954 2.3952
N -0.7914 -1.6578 0.4476 -1.4729 1.3919 -1.5111
N -1.7018 -0.5293 -0.4856 1.0351 -2.1062 -0.2530
C -2.8297 0.0454 0.2286 -0.1857 -1.2564 0.4114
S -0.5092 0.4274 -1.2768 -0.2902 -0.5349 0.6171
H 2.1295 0.5870 -1.4339 0.4734 0.1916 0.5748
H 2.8642 -0.9550 -0.9067 0.3011 0.9289 1.1962
H 1.8537 0.1575 0.2860 0.9986 1.1808 2.5352
H 1.0205 -1.4575 -1.8471 -0.2355 -1.0884 -1.7688
H -2.4385 0.8063 0.8397 0.0168 1.6736 0.9015
H -3.6743 0.4409 -0.4372 1.2751 -0.9167 0.8791
H -3.1431 -0.7572 0.9861 -0.0680 0.9783 -1.4356
```
Positions in Å, forces in eV/Å.

Calculated values
Energy above the lowest of the compared OMol25 structures with the same formula, charge and spin ... 406.1 kJ/mol
HOMO energy ... -7.74 eV
Multiplicity ... 1
E_LUMO ... 0.714 eV
HOMO-LUMO gap ... 8.46 eV
SMILES string ... C[C@H]1N=NN(C)S1

---

No. 2
Below is C27H44BrNP2PdS as an isolated structure, with properties calculated with ωB97M-V with the def2-TZVPD basis set.

Structure (XYZ):
```
77
Properties=species:S:1:pos:R:3:forces:R:3
C -3.3852 -3.7479 1.6844 0.2995 -0.1401 0.0668
C -2.6082 -3.6675 0.5046 -0.7787 0.2155 -0.3641
C -3.2664 -3.6042 -0.7524 -0.3539 -0.2667 0.5980
C -4.6470 -3.7968 -0.7542 0.2678 0.3163 0.1773
N -5.3580 -3.9526 0.3566 -0.4794 -0.4269 -0.1244
C -4.7476 -3.9397 1.5364 -0.3074 0.2054 0.0340
C -1.1913 -3.6388 0.5602 2.7144 0.2371 0.5531
C 0.0302 -3.5924 0.6806 -3.5360 -0.3547 -0.4826
C 1.3738 -3.1893 0.6583 0.7809 0.7684 0.2855
C 1.5537 -1.7894 0.6262 -1.4413 -1.1612 0.0278
C 2.7939 -1.2778 0.5231 1.6918 0.9840 0.1582
C 3.8718 -2.1306 0.5372 1.4469 -0.6963 -0.2424
C 3.7652 -3.5364 0.5985 -0.6646 0.7365 0.1136
C 2.4594 -4.0614 0.6684 0.3940 0.5359 -0.1608
Pd 1.4499 1.2040 0.5790 -1.1399 0.7525 0.2610
P -0.8866 1.1080 0.8857 0.5472 -1.0075 -0.0637
H -2.7737 -3.4042 -1.7090 0.2012 -0.3111 0.5830
H -2.9741 -3.6693 2.7122 0.0401 -0.2667 -1.0209
H -5.2163 -3.8288 -1.6858 0.2243 0.1235 0.1801
H -5.4072 -4.1042 2.3996 0.4010 0.2256 -0.2654
H 2.2453 -5.1243 0.7135 0.3274 0.0697 -0.0213
H 0.7051 -1.1076 0.6656 0.1427 -0.3681 -0.0970
H 4.6138 -4.2113 0.6061 0.0299 0.3037 -0.0301
H 2.9864 -0.1795 0.4263 -0.2437 -0.7270 0.1117
C -1.4317 2.8560 0.8532 -0.5086 -0.0417 -0.1414
C -2.8334 3.2062 0.3572 -0.2153 0.6841 0.0905
H -0.6881 3.3900 0.2430 -0.1006 -0.2028 0.2096
H -1.2915 3.2228 1.8802 -0.0112 -0.0173 -0.1991
H -2.9018 4.3006 0.3371 -0.1823 -0.0872 -0.0619
H -3.0461 2.8602 -0.6597 0.2112 -0.0095 0.1598
H -3.6368 2.8503 1.0125 0.2468 -0.0246 -0.1379
C -1.7310 0.1690 -0.4778 -0.1918 0.6202 0.2542
C -3.2511 0.0007 -0.3963 -0.2110 -0.2508 -0.4126
H -1.2438 -0.8263 -0.4763 -0.1281 0.4259 -0.1140
H -1.4562 0.6893 -1.4086 -0.1034 -0.3654 0.3247
H -3.5727 -0.4084 -1.3683 -0.2227 -0.0080 0.3754
H -3.5332 -0.7212 0.3920 0.0307 0.3711 -0.3676
H -3.7889 0.9541 -0.2447 0.3079 -0.6313 -0.0104
C -1.6721 0.2875 2.3419 -0.3275 0.2999 0.0185
C -3.0116 0.8524 2.8160 -0.3678 -0.3856 0.4662
H -0.9435 0.3047 3.1633 -0.2764 -0.0270 -0.2683
H -1.7850 -0.7704 2.0525 0.0405 0.2143 0.0747
H -3.2912 0.3215 3.7353 -0.1418 0.1938 -0.0521
H -2.9837 1.9234 3.0559 0.1656 -0.2285 -0.0705
H -3.8277 0.6935 2.0987 0.3234 0.0732 0.1471
Br 5.5941 -1.1681 0.3980 -0.7830 -0.9732 0.0954
P 1.6454 1.3400 -1.7264 -0.4964 -0.6468 2.8649
C 0.2442 2.1210 -2.5883 0.0692 -0.0819 -0.3262
C 0.6278 3.0048 -3.7614 -0.4807 0.1303 -0.3330
H -0.3415 2.6726 -1.8323 0.2717 -0.1451 -0.3846
H -0.3895 1.2974 -2.9431 0.0689 0.1756 0.0504
H -0.2971 3.4158 -4.1760 0.1817 0.2447 -0.1153
H 1.2742 3.8303 -3.4472 -0.1027 -0.1216 -0.1989
H 1.1069 2.4355 -4.5686 0.0491 0.1544 0.2783
C 3.1162 2.3571 -1.8604 0.9416 0.3770 -0.9203
C 4.0734 1.9586 -2.9777 0.5537 0.5834 -0.2239
H 3.6071 2.3457 -0.8740 -0.2120 -0.1555 -0.6027
H 2.7667 3.3849 -1.9962 0.0632 0.0415 0.0080
H 4.9751 2.5742 -2.8986 0.1012 -0.1967 -0.0582
H 4.3717 0.9059 -2.9089 -0.0608 0.2113 -0.0362
H 3.6677 2.1588 -3.9792 -0.0475 -0.1760 0.2635
C 1.8663 -0.3198 -2.4533 0.1851 0.2981 -0.6116
C 1.8033 -0.3719 -3.9822 0.1872 -0.5728 -0.1006
H 1.0997 -0.9716 -1.9917 0.2690 0.3531 -0.2592
H 2.8296 -0.6991 -2.0813 -0.1989 0.1039 -0.1128
H 2.0395 -1.3996 -4.2852 -0.1774 0.1502 -0.2393
H 0.7969 -0.1242 -4.3485 0.3103 -0.0363 0.0247
H 2.5436 0.2826 -4.4691 -0.3611 -0.1806 0.2637
C 3.0712 0.6547 3.3981 0.5689 -0.5715 0.7373
S 2.1586 2.0481 2.7225 -0.0781 -0.1976 -0.4922
C 0.8193 2.0504 3.9575 -0.1187 0.0649 0.6494
H 3.7972 0.2426 2.6709 -0.4337 0.4893 0.2504
H 2.3824 -0.1813 3.6802 0.5374 0.7536 -0.1829
H 3.6348 1.0368 4.2752 -0.3341 -0.6030 -0.3218
H 0.6546 1.0333 4.3805 0.2283 0.7309 -0.3086
H 1.1473 2.7459 4.7434 -0.2106 -0.4016 0.0310
H -0.1524 2.4245 3.5947 0.6075 -0.1526 -0.2513
```
Positions in Å, forces in eV/Å.

Calculated values
Energy above the lowest of the compared OMol25 structures with the same formula, charge and spin ... 0.0 kJ/mol
HOMO energy ... -5.22 eV
Multiplicity ... 1
E_LUMO ... 0.184 eV
HOMO-LUMO gap ... 5.41 eV

---

No. 3
Below is C33H49As4CdOS2 as an isolated structure, with properties calculated with ωB97M-V with the def2-TZVPD basis set.

Structure (XYZ):
```
90
Properties=species:S:1:pos:R:3:forces:R:3
Cd -0.1568 0.3244 0.4921 -0.2324 0.2339 -0.0368
S 2.2972 0.2098 0.3613 0.2318 -0.0039 0.0354
C 2.7536 -0.3588 1.9833 -0.1171 -0.0114 -0.0052
C 4.1350 -0.4867 2.1965 -0.0130 -0.0077 0.0063
C 4.6483 -0.8922 3.4126 -0.0203 0.0179 -0.0246
C 3.7954 -1.1860 4.4717 0.0310 -0.0132 0.0172
C 2.4342 -1.0719 4.2817 -0.0590 0.0189 -0.0670
C 1.8981 -0.6710 3.0525 0.0466 -0.0196 -0.0069
As -0.0425 -0.5566 2.9563 0.5074 -0.1384 0.3345
C -0.3979 0.4251 4.5833 -0.1190 0.1202 -0.1230
C -0.8992 -0.1506 5.7417 0.0158 0.0113 0.0283
C -1.0993 0.6372 6.8697 -0.0129 0.0202 0.0172
C -0.7969 1.9906 6.8410 -0.0015 -0.0048 -0.0231
C -0.2916 2.5661 5.6807 0.0100 -0.0135 0.0151
C -0.0997 1.7860 4.5522 -0.0518 -0.0184 0.0411
C -0.5897 -2.3677 3.3589 -0.1455 -0.0107 -0.1183
C 0.2980 -3.4360 3.2917 -0.0077 0.0063 0.0410
C -0.1546 -4.7291 3.5282 -0.0106 0.0169 -0.0116
C -1.4908 -4.9610 3.8207 0.0182 0.0120 0.0104
C -2.3838 -3.8975 3.8707 0.0125 0.0005 -0.0409
C -1.9353 -2.6066 3.6340 0.0311 -0.0231 0.0088
H 4.8017 -0.2513 1.3764 0.0049 0.0019 0.0276
H 5.7205 -0.9722 3.5402 -0.0095 -0.0022 -0.0122
H 4.1881 -1.4954 5.4313 0.0004 0.0045 -0.0206
H 1.7625 -1.2973 5.1021 -0.0030 0.0050 0.0283
H -1.1243 -1.2086 5.7766 -0.0071 -0.0147 0.0117
H -1.4875 0.1875 7.7748 0.0090 0.0092 -0.0155
H -0.9507 2.5987 7.7229 0.0025 -0.0110 -0.0069
H -0.0426 3.6199 5.6600 -0.0155 -0.0155 0.0015
H 0.2988 2.2305 3.6460 0.0192 0.0247 -0.0193
H 1.3432 -3.2614 3.0693 0.0138 0.0034 0.0172
H 0.5433 -5.5565 3.4896 -0.0062 0.0116 0.0111
H -1.8343 -5.9680 4.0196 -0.0100 0.0126 -0.0279
H -3.4296 -4.0736 4.0868 0.0121 -0.0010 0.0303
H -2.6364 -1.7805 3.6771 -0.0193 -0.0068 0.0014
C -3.5643 -0.6217 -1.9589 0.1538 -0.0429 -0.1058
As -2.7145 0.3737 -0.5265 -0.1801 0.0750 0.2260
C -3.5459 -0.5634 0.9662 0.0426 -0.0610 -0.0018
C -3.7976 2.0173 -0.6323 0.1341 0.0986 0.0498
C -3.2447 3.3347 -0.0496 0.0239 -0.0097 0.0641
C -4.1967 4.4554 -0.4895 -0.0162 -0.0214 0.0367
C -1.8584 3.6599 -0.6628 -0.1195 -0.0716 0.1800
As -0.2664 3.0234 0.2925 0.0872 0.1506 -0.3730
C 1.0156 3.2908 -1.1488 0.0297 0.0062 -0.0210
C 0.2864 4.5030 1.4252 -0.0316 -0.0695 0.1054
C -3.1523 3.2738 1.4926 0.0221 -0.0106 -0.1926
As -4.7391 3.7277 2.5964 -0.0229 0.0030 0.0117
C -5.7995 2.0840 2.4328 -0.0333 0.0059 -0.0254
C -3.8599 3.2306 4.2772 0.0216 -0.0260 0.0279
H -4.6435 -0.5714 -1.8242 -0.0270 -0.0025 -0.0122
H -3.2362 -1.6587 -1.9166 0.0097 0.0075 0.0192
H -3.2960 -0.2037 -2.9269 -0.0014 0.0132 -0.0062
H -4.6248 -0.6190 0.8290 -0.0327 0.0166 0.0073
H -3.3201 -0.0593 1.9046 0.0026 0.0338 0.0127
H -3.1262 -1.5690 1.0022 0.0128 -0.0041 -0.0031
H -4.7575 1.7782 -0.1736 -0.0620 -0.0086 0.0146
H -3.9807 2.1577 -1.7004 0.0018 0.0124 -0.0354
H -4.1599 4.5847 -1.5731 -0.0012 -0.0010 -0.0037
H -3.9214 5.4029 -0.0210 -0.0039 -0.0153 -0.0153
H -5.2286 4.2358 -0.2094 -0.0128 0.0062 -0.0091
H -1.7350 4.7393 -0.7676 -0.0210 0.0443 0.0066
H -1.7824 3.2334 -1.6660 0.0052 0.0445 -0.0600
H 1.0135 4.3294 -1.4776 -0.0257 0.0124 -0.0106
H 0.7642 2.6457 -1.9906 -0.0194 0.0027 0.0001
H 2.0073 3.0170 -0.7935 -0.0009 0.0029 0.0260
H 0.0257 5.4500 0.9568 0.0009 0.0276 -0.0231
H 1.3684 4.4316 1.5235 0.0218 0.0330 0.0411
H -0.1647 4.4405 2.4123 -0.0311 0.0227 0.0177
H -2.4286 4.0239 1.8268 -0.0045 0.0183 0.0302
H -2.7645 2.3008 1.8145 0.0273 -0.0205 0.0449
H -6.3563 2.0656 1.4964 0.0091 0.0088 -0.0056
H -6.5233 2.0722 3.2483 0.0116 0.0186 -0.0106
H -5.1758 1.1961 2.5079 0.0305 -0.0596 0.0054
H -3.0767 3.9508 4.5142 -0.0059 -0.0046 -0.0117
H -3.4189 2.2327 4.2168 0.0045 0.0188 0.0046
H -4.5910 3.2477 5.0849 -0.0037 0.0039 -0.0113
O -0.4444 -1.8955 -0.1254 0.2300 -0.3747 -0.1474
S 0.8723 -2.6916 -0.0751 -0.4301 -0.1456 -0.0481
C 0.3534 -4.4341 -0.2105 0.0181 0.0297 0.0075
C 0.4752 -4.8505 -1.6722 0.0573 0.0447 0.0036
C 1.6982 -4.1081 -2.2081 -0.0668 -0.0060 0.0124
C 1.5207 -2.6593 -1.7722 0.0988 -0.0545 0.0509
H -0.6525 -4.4816 0.2039 0.0189 -0.0048 0.0506
H 1.0285 -5.0012 0.4327 -0.0044 -0.0064 -0.0109
H -0.4165 -4.5476 -2.2238 -0.0071 0.0089 -0.0064
H 0.5762 -5.9306 -1.7669 -0.0278 -0.0164 0.0051
H 1.7862 -4.1793 -3.2916 0.0148 0.0082 -0.0075
H 2.6116 -4.5232 -1.7756 0.0018 -0.0075 -0.0123
H 0.7327 -2.1579 -2.3367 0.0123 0.0269 -0.0171
H 2.4261 -2.0570 -1.7818 -0.0165 0.0234 0.0002
```
Positions in Å, forces in eV/Å.

Calculated values
Total charge ... +1
HOMO energy ... -9.91 eV
Multiplicity ... 1
E_LUMO ... -1.744 eV
HOMO-LUMO gap ... 8.17 eV

---

Question: Look up the multiplicity of the third one.
Answer: 1

---

Question: Which of these has the lowest HOMO energy?
Answer: C33H49As4CdOS2